Here is a molecular structure, C27H22F5NO3S4Ti from the Open Molecules 2025 dataset. Energies are from wB97M-V/def2-TZVPD.

Element x y z (Å)
Ti: -1.432 -0.154 -0.240
O: -3.076 -0.996 -0.893
N: -3.187 -2.309 -1.055
C: -4.431 -2.789 -1.211
C: -4.654 -4.130 -1.339
C: -3.543 -4.985 -1.320
C: -2.291 -4.473 -1.196
C: -2.069 -3.073 -1.053
S: -0.536 -2.331 -0.924
H: -5.198 -2.029 -1.208
H: -5.664 -4.493 -1.450
H: -3.684 -6.055 -1.408
H: -1.414 -5.104 -1.192
O: -2.194 1.651 -0.629
S: -3.454 2.177 0.205
C: -2.546 3.562 1.023
C: -1.154 3.310 1.627
C: 0.012 3.278 0.630
C: 1.295 2.677 1.230
S: 1.626 0.951 0.755
O: 0.210 0.382 0.839
C: 1.942 1.316 -0.972
C: 3.190 1.850 -1.261
C: 3.537 2.096 -2.580
C: 2.642 1.800 -3.600
C: 1.402 1.267 -3.299
C: 1.046 1.019 -1.980
C: -3.788 1.019 1.319
C: -5.165 0.657 1.542
C: -5.500 -0.398 2.318
C: -4.469 -1.218 2.952
C: -3.161 -0.914 2.774
C: -2.743 0.180 1.956
H: -3.258 3.853 1.795
H: -2.501 4.364 0.273
H: -1.179 2.388 2.204
H: -0.957 4.116 2.343
H: 0.224 4.292 0.283
H: -0.292 2.707 -0.241
H: 1.268 2.650 2.322
H: 2.191 3.222 0.927
H: 3.895 2.052 -0.463
H: 4.511 2.508 -2.811
H: 2.921 1.971 -4.632
H: 0.702 1.027 -4.088
H: 0.069 0.593 -1.795
H: -5.942 1.257 1.078
H: -6.547 -0.627 2.482
H: -4.750 -2.058 3.575
H: -2.400 -1.509 3.268
H: -1.728 0.511 2.047
F: 8.778 -1.199 0.287
C: 7.440 -1.303 0.189
C: 6.861 -2.341 -0.511
F: 7.652 -3.251 -1.104
C: 5.485 -2.445 -0.603
F: 5.014 -3.486 -1.303
C: 4.602 -1.540 -0.005
S: 2.868 -1.729 -0.087
C: 5.243 -0.499 0.672
F: 4.512 0.459 1.285
C: 6.615 -0.374 0.783
F: 7.151 0.651 1.470

Forces on the atoms, in the same order (eV/Å):
-0.63 0.33 1.00
-0.32 -0.37 -0.25
0.22 0.34 0.05
-0.46 -0.24 -0.01
0.11 0.11 -0.03
-0.45 -0.27 -0.06
0.65 0.66 0.09
-0.11 -0.77 -0.23
-0.14 -0.41 0.01
0.03 0.01 0.09
0.00 -0.02 0.01
0.01 0.02 -0.01
-0.01 0.00 0.01
0.45 -0.32 -0.11
-0.37 0.48 0.35
0.50 0.16 -0.16
-0.10 0.07 -0.06
0.01 -0.07 0.15
-0.09 0.27 0.00
-0.47 0.45 -0.03
0.41 -0.12 -0.15
0.09 -0.27 0.12
0.09 0.08 -0.15
-0.04 0.03 0.10
0.10 0.00 -0.05
-0.14 -0.05 0.02
0.18 0.20 -0.07
-0.41 -0.37 0.59
0.34 -0.12 -0.17
-0.04 -0.26 0.10
-0.09 0.17 -0.11
-0.26 -0.13 0.07
0.66 0.01 -1.91
0.06 0.10 0.04
-0.02 -0.04 0.07
0.02 -0.03 0.02
-0.02 -0.05 0.08
0.01 0.01 0.01
0.01 0.01 -0.12
-0.02 0.06 -0.01
0.02 -0.01 0.09
-0.01 -0.05 -0.02
0.00 -0.02 0.01
-0.01 0.02 0.01
0.01 0.00 0.01
0.00 -0.06 0.02
0.03 0.02 -0.03
0.04 -0.04 0.01
-0.05 0.03 0.01
0.02 0.02 -0.02
0.14 0.53 0.70
0.02 0.01 -0.01
0.16 0.00 0.01
-0.09 -0.09 -0.08
0.00 -0.01 0.00
0.17 -0.18 -0.11
-0.03 0.01 0.02
-0.55 0.10 0.01
0.40 -0.15 -0.05
0.08 0.11 0.08
0.02 -0.02 0.04
-0.14 0.08 0.03
0.01 0.01 -0.01

As for the spin multiplicity: 2. Its expectation value of S² is 0.779. Its net charge is -1. As for the lowest unoccupied orbital energy (alpha / beta): 2.4 / 2.4 eV. The calculation puts the frontier orbital gap (alpha / beta) at 4.4 / 4.2 eV.

What are the Löwdin partial charges on each atom? They are as follows, in elementary charge units: 0.74 -0.25 -0.18 -0.01 -0.06 -0.08 -0.08 -0.63 0.71 0.14 0.10 0.11 0.11 -0.65 0.97 -0.32 -0.23 -0.23 -0.30 0.99 -0.63 -0.40 -0.09 -0.07 -0.08 -0.06 -0.07 -0.54 -0.17 -0.15 -0.14 -0.15 -0.19 0.07 0.08 0.09 0.11 0.12 0.07 0.09 0.09 0.11 0.10 0.10 0.11 0.06 0.09 0.07 0.07 0.10 0.03 0.09 -0.16 -0.16 0.09 -0.26 0.06 -0.59 0.55 -0.25 0.02 -0.16 0.09